Entry from the OMol25 dataset: 2 unconnected molecules or ions with the total composition C5H10O (ωB97M-V with the def2-TZVPD basis set).

```
16
C5H10O (ωB97M-V with the def2-TZVPD basis set)
O -1.3128 -0.0651 0.5183
C 0.8885 -0.6888 1.1237
C -0.1204 0.1575 1.1194
C 0.8080 -0.4749 -2.2769
C -2.3451 0.5463 1.2677
C 1.9417 0.0980 -1.8930
H -3.2835 0.3374 0.7565
H 1.6333 -0.4152 1.8375
H 2.8871 -0.4415 -1.8668
H -2.3823 0.1465 2.2919
H 1.9717 1.1343 -1.5632
H -0.0264 1.1239 1.6173
H -2.1872 1.6330 1.3247
H 0.8951 -1.6336 0.6007
H 0.7730 -1.5172 -2.5875
H -0.1408 0.0591 -2.2702
```

Computed properties:
Kohn-Sham gap = 9.920 eV
E_tot = -271.6577 Ha
HOMO energy = -8.808 eV
relative energy (zero: lowest compared OMol25 entry of this formula, charge and spin) = 249.1 kJ/mol
spin multiplicity = 1
structure (SMILES) = C=COC.C=C